(1)
Computed, not measured: a cluster of 7 separate species, H14O7 in total, with ωB97M-V/def2-TZVPD.

The geometry in XYZ format:
```
21
Properties=species:S:1:pos:R:3:lowdin_charge:R:1
O -0.95031 -2.21866 -1.95582 -0.04
H -1.61042 -2.62581 -1.37861 0.08
H -1.45108 -1.61503 -2.51820 0.07
O 2.34083 0.35001 2.01178 -0.06
H 2.68969 1.24512 1.96327 0.02
H 1.70462 0.28270 1.27817 -0.02
O 0.43919 -0.14852 -0.08168 -0.06
H 0.01247 0.71890 -0.19307 0.03
H 0.02566 -0.71732 -0.74687 0.03
O 1.48879 -3.59357 -2.23884 -0.08
H 0.70205 -3.02163 -2.17874 -0.02
H 1.62070 -3.73666 -3.18089 0.03
O -0.73941 -1.45102 2.23438 -0.07
H -0.15219 -1.03326 1.57980 -0.01
H -0.42096 -2.35639 2.30739 0.03
O -0.15562 2.72219 -0.27388 -0.04
H -0.45776 3.29973 -0.98707 0.08
H 0.62255 3.16711 0.09138 0.08
O -1.93221 3.42099 1.78182 -0.08
H -2.49527 4.10478 1.40519 0.03
H -1.28134 3.20632 1.08047 -0.02
```

Calculated values
* LUMO: -0.0084 Ha
* maximum force: 0.8 eV/Å
* HOMO energy: -10.5815 eV
* ΔE to the lowest compared entry with this formula, charge and spin: 150.4 kJ/mol
* SMILES: O.O.O.O.O.O.O
* multiplicity: 1

***

(2)
Computed, not measured: the molecule C3H7NO2, with ωB97M-V/def2-TZVPD.

The geometry in XYZ format:
```
13
Properties=species:S:1:pos:R:3:lowdin_charge:R:1
H 0.70362 2.72439 -0.07163 0.07
N 0.42401 1.74873 -0.09266 0.12
C 1.40808 0.97048 0.09748 -0.29
O 1.33307 -0.35601 0.13141 -0.05
C 0.17502 -1.04721 -0.39267 -0.15
C -1.15739 -0.91041 0.33879 -0.27
O -1.86238 0.26728 0.08609 -0.09
H 2.43994 1.29104 0.26529 0.14
H 0.49136 -2.09332 -0.35742 0.12
H 0.03706 -0.74479 -1.43660 0.13
H -1.02286 -1.10475 1.41660 0.12
H -1.76657 -1.73715 -0.05333 0.12
H -1.20295 0.99172 0.06868 0.02
```

Calculated values
* LUMO: 0.0310 Ha
* maximum force: 0.4 eV/Å
* HOMO energy: -9.8715 eV
* ΔE to the lowest compared entry with this formula, charge and spin: 156.1 kJ/mol
* SMILES: [H]/N=C/OCCO
* multiplicity: 1

***

(3)
Computed, not measured: the molecule C3H5NO2, with ωB97M-V/def2-TZVPD.

The geometry in XYZ format:
```
11
Properties=species:S:1:pos:R:3:lowdin_charge:R:1
N 1.54922 0.58045 -0.32862 0.18
C 0.62107 0.51764 0.65770 -0.52
O 0.45280 1.34833 1.53266 0.06
C -0.38760 -0.57964 0.53769 -0.23
C -1.36405 -0.37387 -0.52596 -0.09
O -0.46198 -1.48256 -0.55161 -0.02
H 1.68897 -0.20580 -0.94376 0.11
H 2.20946 1.34090 -0.30682 0.12
H -0.75285 -0.96829 1.48382 0.16
H -2.39343 -0.52764 -0.24004 0.11
H -1.16161 0.35047 -1.31506 0.13
```

Calculated values
* LUMO: 0.0341 Ha
* maximum force: 0.6 eV/Å
* HOMO energy: -10.0641 eV
* ΔE to the lowest compared entry with this formula, charge and spin: 140.2 kJ/mol
* SMILES: NC(=O)[C@H]1CO1
* multiplicity: 1

***

(4)
Computed, not measured: a structure of composition C10H25MnNO4 at a distorted geometry, with ωB97M-V/def2-TZVPD.

The geometry in XYZ format:
```
41
Properties=species:S:1:pos:R:3:lowdin_charge:R:1
Mn 0.46549 13.36776 23.79037 0.92
C 1.97488 16.16840 24.46640 -0.08
C 0.56028 16.42775 23.89068 -0.43
O 0.03567 15.32644 23.28490 -0.35
H 2.34691 17.03804 25.00808 0.08
H 2.68684 15.82392 23.71637 0.06
H 1.90307 15.33635 25.16684 0.04
H 0.70734 17.18663 23.12220 0.10
H -0.24062 16.77176 24.54515 0.10
C 1.34607 10.97259 27.55176 -0.05
C 1.72949 12.12204 26.67777 -0.32
O 1.27396 12.13404 25.37672 -0.03
H 1.79357 10.03856 27.21201 0.09
H 0.25884 10.89498 27.55636 0.08
H 1.71270 11.29480 28.52637 0.10
H 2.78867 12.37931 26.68546 0.15
H 1.25068 12.94489 27.20859 0.14
C -1.79085 12.76833 25.87718 -0.06
O -1.47433 13.05086 24.53725 -0.24
C -2.03714 12.12615 23.64264 -0.21
C -1.49882 12.30063 22.23210 -0.16
N -0.05059 12.10159 22.24367 -0.13
C 0.68698 12.70785 21.14747 -0.17
C 2.20162 12.55216 21.42381 -0.12
O 2.41215 13.04969 22.75742 -0.27
C 3.71328 13.16692 23.17040 -0.10
H -1.08744 13.19310 26.59334 0.09
H -1.76090 11.68994 26.03302 0.10
H -2.78035 13.13852 26.14542 0.11
H -3.09759 12.28766 23.44909 0.14
H -2.06170 11.06480 23.88970 0.14
H -1.75040 13.32668 21.96372 0.14
H -2.02258 11.60046 21.58130 0.14
H 0.09645 11.10942 22.12507 0.15
H 0.34974 13.74116 21.06594 0.13
H 0.40962 12.26468 20.19103 0.14
H 2.71815 13.09456 20.63191 0.14
H 2.41462 11.48507 21.36006 0.13
H 4.28380 13.95271 22.67530 0.11
H 4.27635 12.24274 23.04022 0.10
H 3.68957 13.34146 24.24608 0.09
```

Calculated values
* LUMO (alpha / beta): -0.0886 / -0.2402 Ha
* maximum force: 3.5 eV/Å
* HOMO energy (alpha / beta): -10.7637 / -10.8321 eV
* total charge: +1
* multiplicity: 7

***

(5)
Computed, not measured: a structure of composition C27H37BaBrN2O2PS3Si, with ωB97M-V/def2-TZVPD.

The geometry in XYZ format:
```
75
Properties=species:S:1:pos:R:3:lowdin_charge:R:1
Ba -0.40253 -0.05455 0.43974 1.39
O 5.36582 -0.30115 2.93280 0.08
C 4.41194 0.10394 2.06371 -0.30
C 4.13419 -0.58677 0.89213 0.01
C 3.09398 -0.14381 0.10342 -0.14
N 2.35994 0.93830 0.39512 -0.07
C 2.69756 1.60712 1.48812 -0.77
Br 1.68592 3.17897 1.81983 0.75
C 3.69570 1.25101 2.36962 -0.04
H 5.67055 -1.17893 2.67557 0.11
H 4.67107 -1.48709 0.62671 0.11
H 2.79069 -0.67677 -0.79255 0.11
H 3.88493 1.80828 3.27395 0.12
S -2.39811 0.18502 4.88866 0.36
C -1.44774 -0.38299 3.61829 -1.89
S 0.19037 0.18563 3.42540 0.22
S -2.07783 -1.53754 2.48093 0.23
C 0.05463 2.19585 -2.01529 -0.22
Si 0.34042 0.68196 -3.10769 0.32
C 1.91054 1.00296 -4.10479 -0.17
C -1.12651 0.69032 -4.30404 -0.18
N 0.44349 -0.67709 -2.08628 -0.23
C 0.54494 -1.96796 -2.49698 -0.34
C 0.51081 -2.41944 -3.84007 -0.05
C 0.51904 -3.76131 -4.18106 -0.12
C 0.56260 -4.74928 -3.20626 -0.12
C 0.63233 -4.35411 -1.87548 -0.05
C 0.66871 -3.01650 -1.54826 -0.23
O 0.73383 -2.63497 -0.19988 -0.12
C 1.76227 -3.09673 0.58699 -0.27
C 1.61193 -2.88745 1.95306 -0.02
C 2.63407 -3.25015 2.81282 -0.07
C 3.79023 -3.85387 2.32760 -0.12
C 3.91517 -4.07888 0.96386 -0.11
C 2.91247 -3.69389 0.08112 -0.03
H 0.08345 3.10273 -2.62460 0.04
H 0.81574 2.30531 -1.23893 -0.01
H -0.93366 2.17700 -1.53780 -0.02
H 1.80270 1.87542 -4.75527 0.02
H 2.17378 0.14639 -4.72928 0.02
H 2.74950 1.18973 -3.42900 0.02
H -1.17679 1.65109 -4.82610 0.02
H -2.05924 0.56914 -3.74602 0.02
H -1.09274 -0.09828 -5.05677 0.01
H 0.45425 -1.67955 -4.62851 0.08
H 0.47829 -4.03712 -5.22877 0.09
H 0.53979 -5.79822 -3.46886 0.09
H 0.67584 -5.08646 -1.07767 0.12
H 0.70345 -2.43394 2.33700 0.04
H 2.51232 -3.05989 3.87172 0.11
H 4.57361 -4.16341 3.00891 0.09
H 4.80380 -4.55861 0.57008 0.10
H 3.02174 -3.85944 -0.98115 0.12
C -3.26979 3.77071 3.62485 -0.16
C -2.17789 3.14951 2.76004 -0.44
P -2.72073 2.30450 1.21787 0.88
C -3.30532 3.76284 0.24292 -0.43
C -3.98198 3.41179 -1.07924 -0.16
C -4.28543 1.46708 1.70927 -0.42
C -4.76527 0.42909 0.69483 -0.17
H -2.82503 4.34472 4.43952 0.07
H -3.87745 2.98458 4.07166 0.05
H -3.92331 4.44407 3.06353 0.05
H -1.61922 2.41328 3.34459 0.00
H -1.45012 3.90177 2.43581 0.05
H -2.42053 4.37753 0.05349 0.07
H -3.98119 4.35925 0.86335 0.07
H -3.36289 2.74297 -1.68119 0.05
H -4.17278 4.30893 -1.67193 0.06
H -4.93969 2.91794 -0.91799 0.05
H -5.05640 2.22038 1.90334 0.08
H -4.06986 0.96219 2.65715 0.04
H -4.95019 0.85259 -0.29320 0.04
H -5.69113 -0.03726 1.03720 0.07
H -4.02707 -0.36850 0.60429 0.02
```

Calculated values
* LUMO: 0.0783 Ha
* maximum force: 0.3 eV/Å
* HOMO energy: -3.6556 eV
* total charge: -1
* ΔE to the lowest compared entry with this formula, charge and spin: 6.5 kJ/mol
* multiplicity: 1

***

(6)
Computed, not measured: the molecule C3H7OP at a distorted geometry, with ωB97M-V/def2-TZVPD.

The geometry in XYZ format:
```
12
Properties=species:S:1:pos:R:3:lowdin_charge:R:1
C -1.76955 0.02779 0.24942 -0.08
C -0.39338 0.47368 -0.36290 -0.24
C 0.81868 -0.03143 0.50611 -0.72
O 0.73684 0.02425 1.69825 0.01
P 2.43241 -0.09750 -0.37847 0.87
H -1.71015 -0.95861 0.50952 0.03
H -2.41535 0.11497 -0.65772 0.09
H -1.81485 0.79934 1.02034 0.08
H -0.29559 1.63551 -0.20930 0.15
H -0.27671 0.07537 -1.31931 0.05
H 2.76615 -1.19122 0.34146 -0.12
H 1.92150 -0.87215 -1.39739 -0.12
```

Calculated values
* LUMO: 0.0257 Ha
* maximum force: 4.7 eV/Å
* HOMO energy: -9.1194 eV
* ΔE to the lowest compared entry with this formula, charge and spin: 116.4 kJ/mol
* SMILES: CCC(=O)P
* multiplicity: 1